1.
ORCA calculation (ωB97M-V/def2-TZVPD) on a cluster of 3 separate species, C23H27BrClO10P in total.

```
! wB97M-V def2-TZVPD RIJCOSX def2/J DEFGRID3
* xyz 0 1
O -1.850 -5.158 1.301
C -1.315 -4.099 1.403
O -1.002 -3.344 0.304
C -0.823 -3.521 2.717
C -0.976 -2.028 2.770
C -2.150 -1.387 2.804
C -3.492 -2.059 2.879
C -3.827 -2.692 4.216
O -4.523 -3.635 4.358
Br -3.052 -1.824 5.781
C -2.129 0.113 2.805
O -2.997 0.754 3.346
C -0.984 0.762 2.106
P -1.318 2.378 1.301
O -0.255 2.391 0.089
Cl -3.064 1.799 0.329
C 0.190 0.118 2.118
O 1.283 0.552 1.442
C 2.545 0.423 2.075
O 2.769 1.007 3.081
C 3.477 -0.410 1.283
C 3.485 -0.330 -0.106
C 4.363 -1.116 -0.834
C 5.212 -1.995 -0.176
C 5.199 -2.071 1.210
C 4.337 -1.278 1.946
C 0.280 -1.214 2.804
O 1.285 -1.621 3.328
H -1.291 -2.429 0.433
H -1.360 -4.006 3.535
H 0.228 -3.796 2.822
H -3.596 -2.851 2.138
H -4.253 -1.288 2.735
H 0.106 1.523 -0.161
H 2.810 0.345 -0.617
H 4.368 -1.038 -1.913
H 5.881 -2.620 -0.752
H 5.864 -2.757 1.717
H 4.319 -1.330 3.026
C 1.147 -0.640 -3.542
C 0.319 -1.068 -2.341
C -0.788 -2.030 -2.738
O -0.227 0.083 -1.681
H 0.517 -0.125 -4.272
H 1.938 0.048 -3.240
H 1.602 -1.501 -4.032
H 0.967 -1.539 -1.600
H -1.468 -1.550 -3.448
H -1.370 -2.333 -1.870
H -0.380 -2.925 -3.206
H -0.818 0.528 -2.302
C -1.514 4.565 -4.053
C -1.765 5.248 -2.716
C -0.706 6.299 -2.417
O -1.830 4.288 -1.668
H -0.548 4.052 -4.036
H -2.287 3.822 -4.251
H -1.504 5.284 -4.873
H -2.749 5.720 -2.731
H 0.281 5.832 -2.356
H -0.907 6.779 -1.460
H -0.675 7.065 -3.193
H -0.982 3.831 -1.614
*
```

Values from the calculation:
Lowest unoccupied orbital energy (eV): -1.8
Highest occupied orbital energy (eV): -9.4
SMILES: O=C(O)CC1=C(CC(=O)Br)C(=O)C(P(O)Cl)=C(OC(=O)c2ccccc2)C1=O.CC(C)O.CC(C)O
Calculated total energy (eV): -136618.436

2.
ORCA calculation (ωB97M-V/def2-TZVPD) on a structure of composition C23H27CaN7O2SSe2.

```
! wB97M-V def2-TZVPD RIJCOSX def2/J DEFGRID3
* xyz 0 1
Ca 0.289 1.108 0.147
C -2.122 2.271 -4.505
C -3.029 1.223 -4.446
C -3.044 0.409 -3.328
C -2.155 0.680 -2.300
N -1.305 1.715 -2.323
C -1.291 2.481 -3.420
C -1.869 -0.251 -1.170
C -2.147 0.100 0.125
C -1.478 -0.601 1.234
C -0.510 -1.601 0.762
C -0.397 -1.889 -0.559
N -1.033 -1.233 -1.578
C 0.601 -2.892 -1.036
C 0.345 -4.253 -0.937
C 1.251 -5.148 -1.477
C 2.395 -4.655 -2.087
C 2.572 -3.283 -2.132
N 1.697 -2.410 -1.630
H -2.059 2.914 -5.372
H -3.706 1.035 -5.270
H -3.711 -0.438 -3.248
H -0.594 3.313 -3.413
H -2.861 0.887 0.330
H -1.091 0.034 2.031
H 0.106 -2.108 1.493
H -0.555 -4.590 -0.440
H 1.068 -6.214 -1.426
H 3.130 -5.317 -2.527
H 3.457 -2.859 -2.596
O -3.581 2.761 5.050
C -2.367 2.054 5.257
C -1.880 1.238 4.037
C -0.632 0.549 4.604
O 0.128 -0.197 3.661
C -3.035 0.257 3.686
Se -2.746 -1.406 2.676
C -1.688 2.248 2.866
Se 0.126 2.788 2.266
H -4.265 2.127 4.813
H -2.464 1.388 6.123
H -1.617 2.811 5.492
H -0.974 -0.126 5.398
H -0.002 1.323 5.053
H 0.891 -0.563 4.118
H -3.799 0.809 3.137
H -3.497 -0.105 4.610
H -2.156 3.185 3.152
H -2.241 1.899 1.999
C 4.354 1.302 -3.680
C 4.455 0.818 -2.281
N 5.547 0.673 -1.598
N 5.115 0.230 -0.374
C 3.782 0.119 -0.265
S 2.821 -0.357 1.019
N 3.369 0.494 -1.505
N 2.006 0.512 -1.843
H 5.358 1.411 -4.080
H 3.854 2.271 -3.724
H 3.801 0.599 -4.306
H 5.770 0.064 0.369
H 1.702 -0.479 -1.849
H 1.910 0.875 -2.785
*
```

Values from the calculation:
Lowest unoccupied orbital energy (eV): 0.0
Highest occupied orbital energy (eV): -6.4
Calculated total energy (eV): -198781.422

3.
ORCA calculation (ωB97M-V/def2-TZVPD) on an isolated molecule of C23H27ClN4O.

```
! wB97M-V def2-TZVPD RIJCOSX def2/J DEFGRID3
* xyz 0 1
C 1.465 -3.403 3.954
C 1.633 -2.936 2.724
C 2.874 -2.202 2.297
C 0.586 -3.148 1.663
N 0.182 -1.876 1.092
C -0.875 -1.794 0.274
O -1.502 -2.770 -0.114
C -1.280 -0.409 -0.261
C -1.473 0.758 0.696
C -2.632 1.476 0.606
C -2.849 2.673 1.342
C -1.883 3.144 2.159
N -0.718 2.435 2.279
C 0.397 2.694 3.044
C 1.244 1.649 2.812
N 0.706 0.763 1.932
C -0.482 1.246 1.604
N -0.459 -0.056 -1.443
C -1.243 0.572 -2.505
C -2.068 -0.437 -3.302
C -1.167 -1.451 -3.995
C -2.944 0.309 -4.305
C 0.797 0.561 -1.165
C 0.930 1.946 -1.085
C 2.143 2.523 -0.744
C 3.230 1.704 -0.486
Cl 4.747 2.419 -0.021
C 3.130 0.328 -0.601
C 1.915 -0.237 -0.952
H 0.558 -3.923 4.239
H 2.230 -3.285 4.710
H 2.649 -1.170 2.013
H 3.613 -2.182 3.097
H 3.322 -2.682 1.422
H 0.981 -3.792 0.869
H -0.285 -3.658 2.078
H 0.588 -1.015 1.451
H -2.270 -0.624 -0.657
H -3.413 1.128 -0.059
H -3.776 3.217 1.243
H -1.957 4.052 2.738
H 0.469 3.566 3.668
H 2.223 1.493 3.235
H -1.900 1.368 -2.119
H -0.538 1.051 -3.189
H -2.724 -0.985 -2.617
H -0.511 -0.950 -4.714
H -0.544 -1.976 -3.271
H -1.759 -2.190 -4.536
H -2.328 0.875 -5.009
H -3.552 -0.387 -4.883
H -3.617 1.012 -3.809
H 0.072 2.582 -1.266
H 2.246 3.596 -0.666
H 3.999 -0.291 -0.421
H 1.816 -1.309 -1.049
*
```

Values from the calculation:
Lowest unoccupied orbital energy (eV): 0.3
Highest occupied orbital energy (eV): -8.3
SMILES: C=C(C)CNC(=O)[C@@H](c1cccn2ccnc12)N(CC(C)C)c1ccc(Cl)cc1
Calculated total energy (eV): -44820.037

4.
ORCA calculation (ωB97M-V/def2-TZVPD) on an isolated molecule of C23H27ClN4O.

```
! wB97M-V def2-TZVPD RIJCOSX def2/J DEFGRID3
* xyz 0 1
C 3.425 -1.988 -3.427
C 2.191 -1.565 -3.179
C 1.599 -0.349 -3.838
C 1.290 -2.315 -2.231
N 0.850 -1.446 -1.152
C 0.384 -1.939 0.004
O 0.246 -3.134 0.231
C -0.063 -0.913 1.061
C 1.019 0.028 1.586
C 1.271 0.061 2.927
C 2.220 0.956 3.501
C 2.904 1.811 2.708
N 2.672 1.788 1.356
C 3.231 2.540 0.346
C 2.645 2.097 -0.806
N 1.744 1.108 -0.554
C 1.760 0.929 0.759
N -1.310 -0.265 0.678
C -2.074 0.307 1.781
C -2.607 -0.716 2.789
C -3.339 -1.858 2.094
C -3.513 0.009 3.782
C -1.410 0.440 -0.555
C -1.176 1.808 -0.641
C -1.304 2.478 -1.848
C -1.660 1.763 -2.980
Cl -1.799 2.590 -4.505
C -1.911 0.401 -2.918
C -1.794 -0.250 -1.700
H 3.829 -2.866 -2.937
H 4.066 -1.471 -4.130
H 1.349 0.425 -3.107
H 2.292 0.080 -4.561
H 0.670 -0.604 -4.353
H 0.417 -2.691 -2.777
H 1.800 -3.181 -1.808
H 1.070 -0.453 -1.196
H -0.310 -1.561 1.901
H 0.731 -0.616 3.577
H 2.397 0.962 4.566
H 3.637 2.520 3.061
H 3.979 3.288 0.539
H 2.835 2.445 -1.808
H -1.511 1.083 2.326
H -2.935 0.808 1.329
H -1.772 -1.136 3.360
H -4.172 -1.468 1.502
H -2.680 -2.409 1.423
H -3.746 -2.558 2.826
H -4.382 0.433 3.272
H -3.879 -0.677 4.548
H -2.988 0.824 4.284
H -0.880 2.355 0.246
H -1.118 3.540 -1.916
H -2.202 -0.136 -3.809
H -1.990 -1.312 -1.625
*
```

Values from the calculation:
Lowest unoccupied orbital energy (eV): 0.4
Highest occupied orbital energy (eV): -8.3
SMILES: C=C(C)CNC(=O)[C@@H](c1cccn2ccnc12)N(CC(C)C)c1ccc(Cl)cc1
Calculated total energy (eV): -44819.935

Computed Kohn-Sham gap, in the same sequence as the records: 7.63; 6.43; 8.65; 8.65 eV.
Computed ΔE to the lowest compared entry with this formula, charge and spin, in the same sequence as the records: 0.0; 342.3; 56.9; 66.7 kJ/mol.
Computed strongest force on any atom, in the same sequence as the records: 0.82; 1.74; 0.17; 0.35 eV/Å.